# 1
Computed, not measured: a molecular structure, C29H19IMnNO4P in a non-equilibrium geometry, with ωB97M-V/def2-TZVPD.

Positions of all 56 atoms, in Å:
H -6.357 -2.065 0.021
H -3.041 -4.740 0.146
C 0.260 2.684 -3.805
H -2.245 2.032 -0.030
Mn 1.302 -1.382 0.052
H 7.010 -1.708 0.120
C 3.866 -1.567 -1.093
C -2.223 -0.115 0.023
C -0.210 1.216 -1.495
H 1.798 1.798 0.534
H -0.277 -0.496 -2.792
C -5.295 -2.256 0.033
P -0.429 0.136 -0.029
O 3.210 -1.563 -3.401
C -2.564 -2.657 0.107
C -4.427 -1.149 0.022
H 5.762 -1.678 -2.055
H -5.474 -4.389 0.064
O 1.663 -1.500 -1.774
N 3.193 -1.493 0.085
C 0.606 2.851 3.524
C -4.228 1.270 -0.021
C -2.992 -1.315 0.050
H -1.841 0.739 2.529
H 0.268 4.398 -2.518
C -3.439 -3.738 0.105
C -0.080 2.601 -1.427
H 2.382 3.304 2.412
H -4.676 2.251 -0.037
I -0.482 -3.353 0.302
C -5.004 0.134 -0.010
C 5.217 -1.573 1.314
H 0.868 3.495 4.351
C -0.087 1.224 1.392
C 5.933 -1.647 0.105
C 5.247 -1.637 -1.107
H -6.080 0.207 -0.024
H 5.714 -1.568 2.271
O 1.635 -1.282 1.918
C 2.892 -1.544 -2.229
C 0.083 1.312 -3.882
C 2.843 -1.363 2.394
O 3.157 -1.336 3.562
C 3.845 -1.489 1.261
C -2.856 1.140 -0.015
C -4.808 -3.540 0.063
H -1.218 2.185 4.424
C -0.571 2.121 3.562
H -0.150 3.114 -0.477
C -0.157 0.579 -2.735
C -0.921 1.306 2.500
C 1.128 1.913 1.383
C 0.154 3.326 -2.581
H 0.486 3.255 -4.694
H 0.152 0.813 -4.837
C 1.459 2.742 2.435

## Properties
Spin multiplicity: 2
Gap between HOMO and LUMO (alpha / beta), eV: 7.603 / 7.145

***

# 2
Computed, not measured: a molecular structure, C4H9N3 in a non-equilibrium geometry, with ωB97M-V/def2-TZVPD.

Positions of all 16 atoms, in Å:
H 1.201 -1.650 -1.422
C 0.246 -0.145 0.335
N -0.872 -0.506 -1.508
H 1.398 0.054 -1.990
H -3.151 -0.259 -0.076
H -0.229 -1.477 1.686
C -1.127 -0.226 -0.322
N 0.583 -1.034 1.255
H 0.067 1.789 1.248
N -2.287 0.029 0.354
H 0.491 1.873 -0.475
H 2.221 -0.520 -0.493
C 1.351 -0.616 -1.140
H -2.264 -0.029 1.360
H 1.711 1.384 0.734
C 0.660 1.332 0.454

## Properties
ΔE to the lowest compared entry with this formula, charge and spin, kJ/mol: 482.6
Gap between HOMO and LUMO (alpha / beta), eV: 9.017 / 7.883

***

# 3
Computed, not measured: a molecular structure, C43H41MnN4OP2Si, with ωB97M-V/def2-TZVPD.

Positions of all 93 atoms, in Å:
C 0.218 2.498 -1.429
C 3.235 -0.801 -3.350
C -1.332 0.651 -3.823
P -1.178 1.345 -1.124
C -3.397 1.399 -2.852
C 2.693 -0.445 1.606
C 1.377 -3.494 0.659
H -4.214 -0.844 1.362
H -1.602 -3.529 -1.049
C 3.722 -1.374 1.676
H -3.862 0.409 -6.062
H -0.227 -5.249 3.697
H -1.423 -3.136 1.489
H 1.157 -0.076 6.487
H 1.960 0.712 -0.639
H 2.142 4.031 -3.765
H -3.447 2.530 3.048
H -1.076 1.001 6.539
C 0.220 -4.759 2.841
H -3.694 5.475 -0.038
H -4.193 4.723 2.271
N -1.893 -1.700 -1.738
C 2.220 -1.733 -3.498
C 0.913 -2.722 1.727
C 1.794 3.729 -2.785
H -2.403 1.196 4.496
C 2.053 0.019 -1.454
C 3.005 0.916 1.562
C 0.581 0.023 5.576
H 2.072 -0.906 4.356
H 4.070 -0.784 -4.039
C -3.551 -0.591 2.199
H 0.484 2.713 0.695
H 0.595 -6.593 1.789
C -3.350 0.618 -5.132
H -0.015 -2.795 3.668
H 0.182 2.568 -3.578
H -2.205 -3.516 -2.577
H -5.115 1.309 -4.134
H -4.117 0.090 2.843
C 0.862 2.981 -0.288
C -2.495 1.975 1.185
H 2.210 1.653 1.534
C 4.323 1.339 1.579
N -1.532 -3.079 -1.955
C 1.266 -4.878 0.683
C -2.647 3.680 -0.550
C -1.984 0.381 -5.019
N 1.067 -0.875 -1.585
H 5.844 -1.681 1.750
H 2.441 4.191 0.504
O -1.901 -2.730 0.748
C -2.030 1.174 -2.727
H -2.718 -2.378 1.125
H -1.725 -1.195 -2.602
C -3.215 2.835 2.033
C 1.090 -0.445 4.379
C -1.422 0.735 4.443
H 1.837 -3.012 -0.196
H 4.552 2.397 1.553
C -2.226 2.420 -0.105
H -3.959 1.789 -2.012
H -1.429 -0.016 -5.859
C 5.351 0.401 1.636
C -0.679 0.622 5.605
H 6.383 0.727 1.646
H 3.298 4.836 -1.733
C 5.049 -0.950 1.690
H -3.362 -1.494 2.793
C 3.146 0.090 -2.301
C 0.684 2.892 -2.677
Si -1.953 0.227 1.625
H -2.409 4.018 -1.553
H -0.270 0.447 -3.741
C -0.928 0.269 3.212
H 0.377 -2.487 -2.684
H 3.502 -2.433 1.729
N 2.241 -3.473 -5.430
C 0.681 -5.514 1.771
C 2.234 -2.707 -4.575
C 1.961 3.815 -0.392
C 0.333 -0.324 3.208
P 0.931 -0.894 1.594
C 1.161 -1.745 -2.602
H -2.889 -1.623 -1.546
C -3.361 4.502 0.300
C 0.337 -3.372 2.823
H 1.634 -5.463 -0.151
C -4.052 1.123 -4.050
H 3.905 0.841 -2.129
Mn -0.712 -0.763 -0.161
C -3.641 4.077 1.600
C 2.439 4.183 -1.647

## Properties
Spin multiplicity: 2
Charge: +1
Gap between HOMO and LUMO (alpha / beta), eV: 8.034 / 7.747

***

# 4
Computed, not measured: a molecular structure, C54H39BrNO4P2PdS in a non-equilibrium geometry, with ωB97M-V/def2-TZVPD.

Positions of all 103 atoms, in Å:
H -2.215 -1.927 -2.459
H 6.188 1.242 -2.207
C -1.868 -2.569 1.316
C -2.983 2.306 1.215
H -4.009 2.056 -2.021
H -1.272 2.291 -2.380
C -5.706 -1.899 -0.507
C -1.823 -3.653 2.229
C 1.200 3.253 -0.361
Pd 0.065 0.595 0.264
H 2.806 5.458 -0.507
C 0.597 6.907 -2.433
H 4.747 1.801 -4.147
C 0.886 -2.780 0.673
H -0.787 2.209 -4.784
C -1.117 1.307 -4.274
C 3.142 0.807 -0.718
C 4.531 0.842 -0.885
O -0.085 -1.097 2.466
H 6.048 -2.522 2.260
C -5.391 -2.948 0.338
C 2.349 1.121 -1.837
H 5.821 -5.041 0.721
H 4.647 2.165 1.484
C 3.013 3.432 4.166
O -0.340 1.215 1.680
H 1.264 1.083 -1.765
H -2.367 1.820 1.971
H -1.712 -1.982 -4.850
H 0.712 1.240 3.006
C 5.106 1.209 -2.107
C -1.637 -1.041 -4.312
H -0.960 3.949 -1.903
C 1.658 1.780 3.051
C 2.661 1.539 2.091
C 4.299 1.524 -3.197
C -3.890 2.434 -1.009
H -5.282 -5.909 1.417
C -0.393 5.941 -2.530
H 5.199 0.585 -0.070
C 0.516 -4.045 0.152
H -5.793 -4.878 2.784
H 1.026 2.882 4.790
C 0.952 4.532 -1.107
H -4.928 -0.124 -1.390
C -3.664 3.476 1.564
S -0.404 -1.536 1.062
H -3.569 3.876 2.570
H 4.949 3.773 3.297
C -1.407 1.348 -2.906
C 4.944 -5.019 1.377
C 3.840 2.283 2.198
C -4.071 -4.177 1.731
H -5.191 4.110 -1.399
C -1.235 0.113 -4.977
H -0.907 -3.847 2.786
H -2.890 -5.320 3.136
P 2.263 0.351 0.793
H 4.821 -0.389 2.064
H 5.226 -5.380 2.371
C 4.306 -1.306 1.789
H -6.623 -4.651 -0.039
C -4.457 4.126 0.624
C -3.397 -1.073 -0.162
H 0.504 7.863 -2.939
C 1.826 2.717 4.074
C 3.781 -5.862 0.785
C 1.883 5.566 -1.075
H 2.275 1.698 -3.911
C 1.407 -5.122 0.119
O 2.287 3.166 0.290
C -1.845 0.203 -2.219
C 2.272 -2.498 1.000
C -0.213 4.739 -1.858
O 0.302 2.359 -0.441
C 4.021 3.213 3.231
P -2.138 0.248 -0.421
H 3.150 4.161 4.960
C -3.082 1.765 -0.079
Br -1.948 6.254 -3.550
C 2.979 -1.260 1.287
C -6.283 -4.045 0.807
N 1.737 6.755 -1.721
H -7.152 -3.638 1.334
C -3.088 -2.210 0.664
C 4.384 -3.642 1.462
C 5.026 -2.500 1.900
C -4.571 3.606 -0.662
H 3.490 -6.667 1.468
H -6.692 -1.795 -0.944
C -2.926 -4.486 2.444
C 3.069 -3.620 1.032
H -0.499 -4.227 -0.196
C 2.917 1.471 -3.064
C 2.671 -4.882 0.624
C -1.931 -0.997 -2.946
H -1.002 0.077 -6.038
C -4.688 -0.964 -0.741
H -4.985 5.037 0.894
H 4.058 -6.291 -0.184
C -5.385 -4.877 1.767
C -4.132 -3.079 0.891
H 1.113 -6.101 -0.240

## Properties
Charge: -1
ΔE to the lowest compared entry with this formula, charge and spin, kJ/mol: 218.6
Gap between HOMO and LUMO, eV: 4.449

***

# 5
Computed, not measured: a molecular structure, C16H20EuNO2 in a non-equilibrium geometry, with ωB97M-V/def2-TZVPD.

Positions of all 40 atoms, in Å:
H 0.935 1.466 -1.323
H -0.266 2.380 -3.289
N -0.029 0.257 3.486
H -0.581 1.619 -4.854
H -0.789 -1.524 -4.327
H 2.626 -0.410 -0.336
H -1.231 1.921 -0.953
C 2.209 0.431 0.238
C 0.893 2.284 0.807
C -0.769 0.285 -3.175
C -2.010 0.488 -2.436
C 1.320 1.431 -0.288
H 1.344 2.179 3.015
C -1.202 -2.150 1.628
O -1.295 -0.067 -0.408
C -0.294 -1.069 -3.441
C -1.836 0.999 -0.989
C 2.349 0.670 1.647
H 2.173 -2.245 1.255
H 0.942 1.291 -4.021
H -2.592 -0.446 -2.357
C -0.758 -1.808 2.917
H 0.121 3.068 0.750
H -2.250 -2.147 1.315
H -2.640 1.251 -2.892
H -2.782 1.162 -0.466
C 1.529 1.806 1.998
C -0.044 -2.433 0.826
H 0.794 -1.114 -3.650
C 0.014 0.132 4.663
H -0.064 -2.724 -0.223
H 1.446 -1.425 3.691
C -0.145 1.432 -3.851
O 0.000 0.009 5.834
H 2.936 0.065 2.352
C 1.138 -2.165 1.591
C 0.735 -1.807 2.891
Eu 0.014 0.062 1.237
H -1.442 -1.402 3.727
H -0.498 -1.753 -2.591

## Properties
Spin multiplicity: 7
Charge: -2
Gap between HOMO and LUMO (alpha / beta), eV: 2.620 / 2.631